# C3H10N4O

2 unconnected molecules or ions with the total composition C3H10N4O at a distorted geometry (wB97M-V/def2-TZVPD, the OMol25 dataset).

The geometry in XYZ format:
```
18
Properties=species:S:1:pos:R:3:forces:R:3
C -1.492 -0.075 1.154 -3.2262 5.2864 3.7236
C -1.293 -1.626 -0.637 -0.2624 -3.8859 0.3703
C 0.350 0.138 0.024 -1.4430 -3.6969 -1.9791
H -1.069 -0.411 2.220 -0.5308 0.0123 -2.4557
H -2.665 0.037 1.251 2.1404 -1.0154 -0.4745
H -1.258 1.115 0.965 -1.2743 -2.8009 2.1477
H -2.337 -1.645 -1.015 -0.0926 -0.2241 1.4887
H -0.975 -2.547 0.115 -1.0427 1.4302 -2.3349
H -0.908 -1.614 -1.618 1.7198 -0.9498 -1.0604
H 1.286 -1.810 0.340 -0.6913 2.5247 -1.0491
H 2.890 0.055 1.294 -1.5334 -0.5342 -4.9691
H 2.587 0.503 -0.800 1.0107 -2.1418 4.3333
H -1.247 1.399 -1.604 2.3721 1.9944 5.1470
N -0.965 -0.444 -0.067 1.8170 2.1965 0.8659
N 1.327 -0.825 -0.118 1.5488 -0.8092 2.7211
N 2.640 -0.305 0.100 0.9831 2.5057 -0.6024
N 0.557 1.399 0.008 -2.1197 0.8492 -2.0494
O -0.827 1.941 -0.481 0.6245 -0.7412 -3.8229
```
Forces are in eV/Å.

Calculated values
Relative energy (zero: lowest compared OMol25 entry of this formula, charge and spin) = 10.5755 eV
Frontier orbital gap = 8.87 eV

These are the Mulliken partial charges, in e, on atoms 1 to 6: C -0.934; C -1.084; C 0.538; H 0.187; H 0.311; H 0.405

***

# C35H52BrCrN3OP2

A molecular structure, C35H52BrCrN3OP2 at a distorted geometry (wB97M-V/def2-TZVPD, the OMol25 dataset).

The geometry in XYZ format:
```
95
Properties=species:S:1:pos:R:3:forces:R:3
C 2.398 4.220 -1.610 -0.5479 0.4672 -0.4613
C 1.351 3.479 -2.223 0.7409 1.6672 -0.6073
C 1.386 3.352 -3.644 -0.1450 0.7179 0.4572
C 2.274 4.167 -4.362 0.0783 -0.9208 0.8375
N 3.168 4.931 -3.739 0.2835 0.8701 -0.3789
C 3.250 4.988 -2.411 -0.2122 -1.1609 -0.1469
C 0.177 3.237 -1.440 -0.2562 -3.5138 0.2364
C -0.691 2.561 -0.856 0.9378 2.6171 0.2122
C -1.927 2.516 -0.118 -0.6125 -0.5578 0.5068
C -2.283 1.340 0.594 -1.0252 0.4049 0.2494
C -3.632 1.060 0.861 0.1032 -0.0896 -1.0400
C -4.600 1.833 0.217 -0.4332 0.3335 -0.1932
C -4.284 3.159 -0.164 0.8260 -0.6659 0.3294
C -2.912 3.528 -0.212 -0.3972 -0.4908 -0.5691
Cr -0.941 -0.250 -0.373 2.3399 -0.7210 -1.7417
P 1.632 -0.531 -1.198 0.5249 -0.0663 -0.3713
H 0.691 2.719 -4.186 -0.2100 0.2284 0.1801
H 2.459 4.331 -0.534 -0.2336 -0.0424 0.0081
H 2.256 4.177 -5.463 0.1333 0.0142 0.6096
H 4.005 5.640 -1.953 -0.2936 -0.2974 -0.3701
H -2.585 4.551 -0.447 -0.3742 -0.5810 -0.2618
H -1.555 0.687 1.114 -0.6729 1.0206 0.0691
H -5.061 3.865 -0.465 0.2820 -0.2622 0.1196
H -3.912 0.162 1.390 -0.0483 -0.1041 0.0370
C 2.311 -2.264 -1.019 -0.1494 -0.0359 0.2976
C 3.599 -2.648 -1.761 0.2211 -0.1062 -0.0965
H 1.501 -2.926 -1.367 0.1561 0.1786 0.1175
H 2.428 -2.493 0.052 -0.0641 0.2174 -0.1666
H 3.858 -3.691 -1.540 -0.1873 0.1554 0.0617
H 3.482 -2.605 -2.852 0.0575 0.2117 0.2822
H 4.470 -2.058 -1.450 -0.3299 0.0106 -0.1922
C 1.979 -0.157 -2.994 -0.3785 0.1215 -0.1445
C 3.336 0.428 -3.421 0.2447 0.1647 -0.1232
H 1.185 0.557 -3.269 0.2042 -0.1758 -0.0548
H 1.790 -1.068 -3.587 -0.0799 0.2049 0.3897
H 3.334 0.598 -4.510 -0.1635 -0.0912 0.2968
H 3.508 1.419 -2.974 0.0669 -0.4116 0.0270
H 4.195 -0.238 -3.233 -0.4580 0.3098 0.1543
C 2.689 0.645 -0.222 -0.0070 0.0431 0.2661
C 4.209 0.436 -0.107 0.2872 0.0236 0.0835
H 2.263 0.635 0.795 0.0591 -0.0159 -0.1982
H 2.490 1.662 -0.601 -0.0992 -0.4249 -0.0462
H 4.635 1.222 0.536 -0.2523 -0.1770 -0.1414
H 4.463 -0.516 0.384 -0.1059 0.2331 -0.3337
H 4.742 0.525 -1.066 -0.3204 -0.2393 0.3225
Br -6.270 0.960 -0.289 0.9599 0.8635 0.6472
P -1.751 -1.548 -2.324 -0.5098 0.9049 0.1464
C -0.762 -2.522 -3.483 0.5490 -0.1478 -0.3040
C -1.323 -3.803 -4.108 0.0314 -0.3158 -0.2511
H 0.167 -2.747 -2.940 -0.1759 -0.0673 -0.2498
H -0.481 -1.827 -4.287 0.0288 -0.0585 0.1907
H -0.536 -4.266 -4.714 -0.0487 0.1215 0.1135
H -1.606 -4.566 -3.372 -0.0924 0.3214 -0.0920
H -2.153 -3.624 -4.804 0.0795 0.0519 0.3970
C -2.872 -2.662 -1.425 -0.2698 -0.3279 -0.0547
C -4.163 -3.120 -2.112 -0.3387 -0.3099 0.2192
H -3.094 -2.166 -0.463 -0.0953 -0.1653 -0.2439
H -2.255 -3.539 -1.176 -0.1109 0.1510 0.0342
H -4.709 -3.763 -1.410 0.0610 0.1119 -0.1868
H -4.841 -2.285 -2.349 0.3826 -0.2432 -0.0638
H -3.965 -3.733 -3.006 -0.0711 0.4341 0.2546
C -2.690 -0.306 -3.289 -0.1917 -0.1466 -0.2755
C -3.251 -0.774 -4.642 -0.2567 0.3035 -0.1341
H -1.990 0.539 -3.432 -0.2802 -0.2858 0.0122
H -3.491 0.069 -2.627 0.2117 -0.1206 -0.1919
H -3.822 0.053 -5.081 0.0815 -0.1984 0.0206
H -2.452 -1.010 -5.365 -0.3062 -0.0910 0.3666
H -3.946 -1.623 -4.538 0.4179 0.2606 -0.0652
C 1.542 2.542 6.438 0.2261 0.2324 -0.3300
C 0.456 1.586 6.857 -0.4406 0.0941 0.2166
N 0.442 0.345 6.055 -0.5062 -0.1031 -0.8007
C 0.317 -0.917 6.805 0.5978 0.1413 -0.3901
C -1.088 -1.482 6.765 -0.1253 -0.0022 0.3703
C 0.097 0.493 4.730 0.2321 1.5056 1.1651
O -0.205 1.613 4.298 0.1790 -1.0127 -0.0580
C 0.132 -0.627 3.716 0.4173 0.0745 -0.2100
C 0.286 -2.000 3.918 0.0167 0.0404 -0.1349
C 0.146 -2.869 2.838 0.0837 -0.2814 -0.6822
C -0.053 -2.386 1.536 -0.6226 0.6517 1.3360
N -0.233 -1.048 1.357 1.2496 -0.2419 1.1091
C -0.028 -0.191 2.404 -0.8554 -1.2182 -0.7069
H 2.498 2.030 6.333 0.0252 -0.0226 0.0218
H 1.667 3.332 7.179 -0.0979 -0.0185 -0.0608
H 1.263 2.979 5.479 0.2541 0.1366 0.1340
H 0.610 1.281 7.892 -0.0652 -0.0229 -0.0811
H -0.517 2.106 6.801 0.2451 -0.3567 -0.0396
H 1.067 -1.623 6.412 -0.2292 0.1777 0.4137
H 0.612 -0.687 7.831 0.0108 -0.1921 -0.2054
H -1.460 -1.504 5.740 -0.1579 -0.1542 0.1295
H -1.081 -2.488 7.188 -0.1389 -0.0424 -0.1138
H -1.774 -0.879 7.371 0.1417 -0.0504 -0.2058
H 0.540 -2.383 4.908 -0.4337 -0.0395 -0.5971
H 0.146 -3.945 3.013 0.3179 0.2543 -0.1374
H -0.132 -3.055 0.670 -0.1094 0.3978 0.3522
H -0.124 0.855 2.128 0.2401 -0.0577 0.7039
```
Forces are in eV/Å.

Calculated values
Multiplicity = 5
Relative energy (zero: lowest compared OMol25 entry of this formula, charge and spin) = 0.0000 eV
Frontier orbital gap (spin up / spin down) = 7.38 / 7.98 eV
Total charge = +2
⟨S²⟩ = 6.05

These are the Mulliken partial charges, in e, on atoms 1 to 6: C -0.419; C 0.525; C -0.364; C -0.417; N -0.534; C -0.469

***

# C31H81N7O26

13 unconnected molecules or ions with the total composition C31H81N7O26 at a distorted geometry (wB97M-V/def2-TZVPD, the OMol25 dataset).

The geometry in XYZ format:
```
145
Properties=species:S:1:pos:R:3:forces:R:3
C 18.592 5.532 -15.058 0.4444 -0.3110 0.5095
N 18.721 4.581 -13.928 -0.6290 1.0824 2.3507
O 19.083 3.451 -14.142 -0.1193 -0.0579 0.0488
O 18.466 5.068 -12.798 0.4449 -1.2716 -1.7913
H 18.429 6.488 -14.561 -0.0613 -0.0456 -0.5995
H 17.776 5.169 -15.683 0.1910 0.2002 -0.1235
H 19.574 5.443 -15.524 -0.2953 0.3758 -0.4656
C 26.578 2.516 -24.779 0.0557 0.3445 1.3929
N 26.719 1.673 -23.569 0.1136 3.5173 -4.6443
O 27.816 1.236 -23.314 5.4889 -2.3802 1.1848
O 25.726 1.387 -22.924 -5.2318 -1.2955 2.7543
H 27.519 2.990 -25.058 0.2297 -0.3329 0.2622
H 25.934 3.316 -24.415 -0.5326 0.0931 -0.6676
H 26.210 1.991 -25.661 -0.4445 -0.2035 -0.0657
C 23.199 -4.745 -18.071 0.2637 1.0378 0.0536
N 22.986 -3.518 -17.116 0.1851 -0.0191 0.2114
O 23.900 -3.406 -16.280 -2.0862 0.1451 -1.4898
O 22.010 -2.754 -17.254 2.0597 -1.7280 0.2237
H 22.318 -5.138 -18.579 -0.3639 0.2589 0.8015
H 23.775 -5.465 -17.488 -0.3185 0.1087 -0.1221
H 23.809 -4.372 -18.894 0.2771 0.2236 0.2443
C 15.912 4.457 -19.545 0.2912 0.0096 -1.2368
N 16.756 3.446 -18.868 0.3145 -0.3372 0.3488
O 17.001 3.666 -17.700 -0.0240 0.1272 0.2041
O 17.167 2.476 -19.479 -0.3804 0.4705 -0.0476
H 14.863 4.276 -19.306 0.2304 0.1702 0.3445
H 16.048 4.320 -20.617 -0.0336 -0.0956 0.0983
H 16.310 5.436 -19.280 -0.3711 -0.1690 0.2608
C 20.408 -3.275 -21.612 0.2449 -0.8179 -0.0497
N 21.532 -3.388 -22.625 1.5108 0.0224 2.6117
O 21.365 -2.964 -23.716 -0.5465 0.3212 -1.5819
O 22.624 -3.800 -22.188 -1.3646 0.1202 -0.4527
H 20.736 -3.838 -20.738 -0.0454 0.1840 -0.1094
H 19.525 -3.744 -22.046 0.0611 0.2741 -0.0686
H 20.231 -2.229 -21.361 0.1048 -0.0471 -0.3893
C 21.757 3.374 -21.320 0.1236 0.5589 0.6203
N 21.831 4.891 -21.379 -0.3100 -0.6071 -0.6376
O 22.803 5.431 -21.851 0.0549 -0.0779 0.1876
O 20.833 5.480 -20.986 0.1296 -0.0056 0.1193
H 22.702 2.912 -21.604 -0.1590 0.3025 -0.1924
H 20.907 3.081 -21.935 0.2248 -0.0164 -0.0467
H 21.547 3.183 -20.267 -0.0376 -0.2767 -0.1118
C 26.322 1.685 -19.746 1.2003 0.0223 0.0672
N 27.829 1.758 -19.675 0.7609 2.8036 0.5710
O 28.373 0.776 -19.232 0.3437 -0.2056 -0.4250
O 28.394 2.874 -19.841 -1.2818 -2.5217 0.0301
H 26.120 1.515 -18.689 -0.5409 -0.0100 -0.1366
H 26.129 0.800 -20.353 -0.3656 0.4310 -0.1239
H 25.952 2.644 -20.109 -0.0390 -0.4767 -0.1736
C 16.506 8.031 -17.740 1.1796 0.0139 -0.7457
O 17.945 8.028 -17.966 -0.1345 -0.1291 0.1684
C 18.653 9.136 -17.356 0.2999 -0.4847 0.6205
C 20.222 9.216 -17.639 -1.4481 -1.5403 -0.2108
O 20.944 8.024 -17.244 -0.5334 0.5326 -1.4782
C 20.654 6.864 -18.112 -0.1198 1.0231 0.9380
H 16.045 8.474 -18.623 -0.2120 0.5961 0.2335
H 16.214 8.501 -16.801 0.0799 0.2333 -0.0735
H 16.111 7.015 -17.742 0.4949 -0.2463 0.2802
H 18.505 8.999 -16.285 0.0252 0.3632 0.2964
H 18.164 10.049 -17.695 0.1974 0.3656 0.0852
H 20.716 10.054 -17.148 -0.4802 -0.0617 0.4493
H 20.249 9.467 -18.700 0.6322 -0.5552 -0.4156
H 21.489 6.164 -18.079 -0.0016 0.1613 0.3285
H 20.517 7.144 -19.157 -0.1047 0.1615 0.1139
H 19.737 6.455 -17.688 0.0768 -0.4748 -0.5070
C 20.299 2.847 -17.549 -1.5381 -0.2314 -0.1717
O 21.102 1.910 -18.236 0.7783 0.0910 0.6031
C 20.394 0.838 -18.822 0.1646 -0.3834 -1.4098
C 21.350 -0.234 -19.457 0.9908 2.0694 -0.0734
O 21.969 0.317 -20.696 -0.9819 -1.3344 1.2567
C 23.202 -0.302 -21.140 -0.4013 0.8365 0.0296
H 19.517 3.256 -18.188 0.1025 0.2432 -0.6257
H 20.794 3.703 -17.090 0.8315 -0.4268 -0.3338
H 19.675 2.406 -16.771 0.3554 -0.5010 0.3981
H 19.762 1.252 -19.607 -0.2001 0.0321 -0.3306
H 19.700 0.344 -18.141 0.1393 -0.1197 0.5093
H 20.865 -1.203 -19.577 -0.2807 0.1350 -0.4000
H 22.116 -0.389 -18.698 0.3899 -0.0903 -0.0871
H 23.142 -1.299 -21.576 -0.5635 -0.3499 0.3747
H 23.932 -0.291 -20.330 0.1023 -0.0502 -0.0161
H 23.545 0.318 -21.969 0.2754 0.2368 0.2104
C 17.273 0.814 -16.202 -0.5303 2.0149 -1.3876
O 16.068 0.835 -15.409 1.6836 -1.2259 0.4211
C 16.397 0.493 -14.056 -1.1428 0.3807 0.3043
C 15.249 0.964 -13.110 0.5031 -0.0409 -0.9498
O 14.183 0.022 -12.895 1.3279 0.8519 0.7661
C 13.763 -0.629 -14.055 -1.0196 -0.6187 0.2424
H 16.950 0.785 -17.243 -0.1087 -0.0937 -0.0312
H 18.141 0.156 -16.158 -0.6890 -1.1723 1.1310
H 17.746 1.790 -16.097 -0.0362 0.2186 0.1286
H 17.337 0.960 -13.762 0.0252 0.3405 0.0307
H 16.562 -0.581 -13.979 -0.1107 -0.2192 0.1120
H 14.845 1.897 -13.504 -0.2725 -0.0042 -0.6396
H 15.706 1.350 -12.198 -0.2804 -0.9516 0.5938
H 14.420 -1.447 -14.350 0.5025 0.3975 -0.4813
H 13.491 0.075 -14.843 0.3944 -0.1045 -0.3065
H 12.855 -1.167 -13.782 -0.2594 0.1620 0.1218
C 21.732 0.508 -29.898 -0.3944 0.0260 0.9088
O 22.413 0.396 -28.634 0.5458 0.1937 -0.9164
C 23.802 -0.013 -28.751 -0.5845 0.3561 0.3055
C 24.494 -0.122 -27.368 -1.4551 -0.0762 -0.9516
O 23.815 -1.072 -26.598 0.5565 -0.8708 2.0768
C 24.310 -1.069 -25.185 -0.3468 -0.0212 -1.2233
H 21.496 -0.472 -30.312 0.1518 -0.1714 -0.0612
H 22.149 1.139 -30.684 1.0337 -0.0552 0.1475
H 20.790 1.028 -29.719 -0.1589 -0.2618 0.4536
H 24.325 0.747 -29.330 0.2280 0.1612 -0.0766
H 23.854 -0.939 -29.323 0.0094 -0.3325 0.1483
H 24.413 0.855 -26.891 0.4012 0.2282 0.0878
H 25.524 -0.438 -27.535 0.3192 0.3093 0.0237
H 23.977 -0.141 -24.721 0.2824 -0.0182 0.1787
H 25.390 -1.194 -25.098 0.2563 0.6116 -0.5331
H 23.976 -1.936 -24.615 -0.8482 -0.0062 -0.4822
C 17.048 -0.290 -21.082 0.1348 0.5779 0.3515
O 17.982 -0.498 -22.078 1.0262 -0.2502 -2.0073
C 18.523 0.719 -22.595 0.4841 0.0964 0.3498
C 19.473 0.456 -23.744 0.2827 -0.4686 0.2551
O 20.157 1.653 -24.062 -0.7505 0.6892 1.3820
C 21.069 1.597 -25.117 -0.3210 -0.7358 -1.0713
H 16.528 -1.224 -20.871 0.2572 0.0010 0.2151
H 16.311 0.449 -21.396 -0.2403 0.1842 0.0739
H 17.635 0.119 -20.259 -0.6773 -0.0940 0.7836
H 19.129 1.234 -21.849 -0.2467 0.1654 0.4904
H 17.727 1.375 -22.947 -0.2279 0.1454 0.1365
H 18.833 0.024 -24.513 0.4127 0.1090 -0.8240
H 20.220 -0.274 -23.432 -0.0213 -0.3823 -0.0406
H 20.443 1.572 -26.008 0.4696 -0.1843 -0.6109
H 21.705 0.712 -25.074 -0.0438 -0.2542 -0.0156
H 21.746 2.448 -25.199 -0.3799 0.2756 0.6009
C 28.254 -3.355 -24.487 0.4626 0.6955 -0.7011
O 28.519 -2.516 -23.418 -1.0191 0.3658 1.1597
C 27.357 -2.116 -22.662 0.0969 0.3605 0.6355
C 26.590 -3.212 -21.856 1.6630 0.3469 -0.9737
O 27.299 -3.541 -20.656 -1.0226 -0.0921 -0.7024
C 28.532 -4.196 -20.910 0.0112 0.4198 1.1004
H 29.133 -3.253 -25.124 0.2359 -0.6530 0.0021
H 27.472 -2.938 -25.120 -0.6417 -0.3068 0.0745
H 28.073 -4.380 -24.164 -0.1355 -0.1954 -0.3138
H 26.662 -1.464 -23.190 -0.1424 -0.4030 -0.9605
H 27.752 -1.343 -22.003 0.1138 -0.3331 0.5474
H 26.488 -4.139 -22.422 0.1074 -0.1746 -0.4320
H 25.554 -2.899 -21.724 0.1911 0.3004 0.8500
H 28.738 -4.594 -19.916 0.6269 -0.1876 -0.1651
H 29.306 -3.500 -21.233 0.0158 0.0923 0.0963
H 28.530 -5.013 -21.632 -0.5893 -0.1288 -0.1937
```
Forces are in eV/Å.

Calculated values
Multiplicity = 2
Frontier orbital gap (spin up / spin down) = 1.87 / 5.69 eV
Total charge = -1
⟨S²⟩ = 0.75

These are the Mulliken partial charges, in e, on atoms 1 to 6: C -0.481; N 0.903; O -0.521; O -0.582; H 0.299; H 0.188